Formula: C27H57O23P
Source: the OMol25 dataset
Level of theory: wB97M-V/def2-TZVPD

Its SMILES is CC(=O)OCCCC[PH4].COC(=O)OC.COC(=O)OC.COC(=O)OC.COC(=O)OC.COC(=O)OC.COC(=O)OC.COC(=O)OC. The value obtained for the energy is -85298.102 eV. Its gap between HOMO and LUMO is 8.603 eV.

Each line ends with the Mulliken charge.
CARTESIAN COORDINATES (ANGSTROEM)
1 C 4.516 2.238 -1.977  -1.00
2 C 3.693 1.812 -0.626  0.43
3 O 2.466 2.378 -0.468  -0.29
4 O 4.113 0.848 0.401  -0.17
5 C 5.464 1.115 0.913  -0.42
6 C 5.539 1.579 2.483  -0.66
7 C 4.214 2.362 3.045  -0.06
8 C 3.968 3.857 2.421  -0.51
9 P 5.488 4.652 1.584  -0.06
10 H 3.790 2.521 -2.850  0.31
11 H 5.181 3.205 -1.758  0.31
12 H 5.303 1.393 -2.268  0.31
13 H 6.053 0.078 0.846  0.25
14 H 6.095 1.880 0.293  0.34
15 H 5.638 0.577 3.124  0.34
16 H 6.560 2.152 2.654  0.24
17 H 3.270 1.701 2.754  -0.17
18 H 4.201 2.437 4.224  0.35
19 H 3.583 4.581 3.288  0.45
20 H 3.091 3.771 1.647  -0.12
21 H 4.828 5.959 1.665  0.06
22 H 6.388 4.324 2.658  0.02
23 H 5.268 3.895 0.379  -0.03
24 H 6.637 5.264 0.904  0.08
25 C -2.667 6.706 1.313  -0.72
26 O -2.526 5.651 0.363  -0.28
27 C -1.256 5.462 -0.076  0.70
28 O -0.275 6.102 0.269  -0.56
29 O -1.266 4.438 -0.966  -0.24
30 C 0.012 4.125 -1.515  -0.49
31 H -3.722 6.768 1.594  0.22
32 H -2.082 6.496 2.214  0.35
33 H -2.372 7.664 0.873  0.33
34 H 0.704 3.811 -0.728  0.20
35 H 0.414 4.980 -2.069  0.38
36 H -0.115 3.293 -2.213  0.16
37 C -2.119 -0.482 4.595  -0.66
38 O -1.627 -0.863 3.312  -0.32
39 C -0.666 -0.042 2.816  0.66
40 O -0.218 0.951 3.367  -0.55
41 O -0.292 -0.518 1.602  -0.11
42 C 0.721 0.252 0.957  -1.05
43 H -2.881 -1.208 4.893  0.23
44 H -1.316 -0.502 5.338  0.30
45 H -2.585 0.508 4.551  0.29
46 H 1.638 0.262 1.555  0.61
47 H 0.369 1.272 0.768  0.29
48 H 0.942 -0.219 -0.005  0.25
49 C -2.051 -1.502 -5.883  -0.58
50 O -1.483 -1.237 -4.602  -0.31
51 C -2.187 -0.353 -3.852  0.67
52 O -3.223 0.204 -4.182  -0.54
53 O -1.540 -0.195 -2.670  -0.12
54 C -2.172 0.715 -1.772  -0.41
55 H -1.407 -2.221 -6.397  0.20
56 H -3.047 -1.945 -5.780  0.27
57 H -2.094 -0.588 -6.484  0.30
58 H -3.172 0.361 -1.504  0.35
59 H -2.219 1.718 -2.208  0.27
60 H -1.569 0.764 -0.861  -0.08
61 C 4.954 -5.254 1.479  -0.73
62 O 3.577 -5.486 1.188  -0.36
63 C 2.817 -4.363 1.150  0.73
64 O 3.212 -3.223 1.340  -0.54
65 O 1.541 -4.728 0.865  -0.29
66 C 0.622 -3.639 0.793  -0.61
67 H 5.466 -6.220 1.484  0.24
68 H 5.411 -4.626 0.708  0.31
69 H 5.067 -4.799 2.469  0.32
70 H 0.906 -2.946 -0.005  0.24
71 H 0.562 -3.120 1.755  0.31
72 H -0.366 -4.046 0.561  0.27
73 C -6.065 6.809 -0.274  -0.63
74 O -6.032 8.127 0.268  -0.28
75 C -7.250 8.625 0.601  0.75
76 O -8.319 8.050 0.474  -0.54
77 O -7.072 9.875 1.099  -0.30
78 C -8.277 10.526 1.494  -0.61
79 H -5.038 6.512 -0.504  0.14
80 H -6.473 6.102 0.456  0.32
81 H -6.646 6.787 -1.202  0.37
82 H -8.774 9.968 2.294  0.29
83 H -8.946 10.654 0.637  0.29
84 H -8.016 11.517 1.877  0.22
85 C 1.949 -8.017 2.279  -0.15
86 O 2.448 -9.119 3.034  -0.33
87 C 2.966 -8.780 4.241  0.75
88 O 3.031 -7.651 4.702  -0.55
89 O 3.399 -9.915 4.846  -0.32
90 C 3.973 -9.709 6.136  -0.61
91 H 1.559 -8.403 1.333  0.30
92 H 1.131 -7.522 2.812  0.28
93 H 2.752 -7.307 2.055  -0.09
94 H 3.236 -9.283 6.823  0.28
95 H 4.857 -9.067 6.067  0.29
96 H 4.284 -10.682 6.526  0.22
97 C -3.801 -6.178 -4.674  -0.59
98 O -3.983 -6.779 -5.954  -0.30
99 C -4.036 -5.896 -6.983  0.79
100 O -3.943 -4.682 -6.892  -0.54
101 O -4.211 -6.598 -8.132  -0.31
102 C -4.285 -5.792 -9.306  -0.60
103 H -3.773 -6.977 -3.927  0.21
104 H -2.851 -5.636 -4.634  0.27
105 H -4.638 -5.514 -4.437  0.28
106 H -3.354 -5.234 -9.451  0.28
107 H -5.142 -5.112 -9.254  0.29
108 H -4.425 -6.456 -10.163  0.22

Force components x, y, z for each atom (eV/Å):
1.4 -0.2 0.7
-6.1 2.5 1.1
7.7 -3.9 -0.9
0.4 3.4 -2.5
2.4 -0.9 0.6
-0.3 -1.1 0.8
-0.8 -0.2 -0.1
-1.5 -0.7 1.1
-0.8 1.0 0.1
1.2 -0.9 2.0
-1.6 -2.1 -0.2
-1.9 1.7 0.5
-1.3 2.2 0.1
-1.6 -1.4 0.8
-0.3 2.2 -1.4
-2.2 -1.1 -0.5
2.1 1.3 0.7
0.4 -0.3 -2.5
0.9 -1.5 -1.8
1.7 0.3 1.3
0.5 -0.7 -0.1
-0.4 0.0 -0.1
0.0 0.0 0.3
0.0 0.0 0.0
-0.1 0.4 0.4
0.8 -0.3 -0.4
0.5 0.2 0.1
-1.5 -0.9 -0.5
-0.4 0.9 0.8
0.6 -0.2 -0.1
0.2 -0.2 -0.2
0.0 0.1 -0.2
0.1 -0.2 0.1
-0.1 0.2 -0.2
0.0 -0.1 0.2
-0.2 0.1 0.2
-0.2 0.1 0.5
0.7 0.4 -0.5
0.3 0.5 0.1
-0.7 -1.5 -0.8
-0.6 0.1 1.1
0.5 0.4 -0.3
0.2 0.0 -0.3
-0.1 0.2 -0.2
0.2 -0.1 0.0
-0.2 0.1 -0.1
0.2 -0.2 0.2
-0.2 -0.1 0.2
-0.3 -0.2 -0.5
-0.4 0.7 0.8
-0.4 0.2 -0.2
1.5 -0.8 0.5
-0.3 -0.3 -1.0
-0.2 0.4 0.4
0.0 0.1 0.4
0.1 0.2 -0.1
-0.1 -0.1 0.2
0.1 0.2 -0.2
-0.2 -0.2 0.0
0.1 -0.2 -0.3
0.5 0.1 0.1
-0.6 0.8 -0.2
0.0 0.6 0.1
-0.5 -1.7 -0.3
1.2 0.0 0.2
-0.4 0.5 0.0
-0.4 0.1 -0.1
-0.1 0.0 0.2
0.0 0.1 -0.3
0.0 0.0 0.3
0.1 0.0 -0.3
0.3 -0.2 0.0
0.0 -0.5 -0.3
-0.9 0.6 0.4
-0.4 -0.2 -0.1
1.6 0.9 0.2
0.1 -1.0 -0.4
-0.4 0.3 0.2
-0.1 0.3 0.1
-0.1 0.2 -0.2
0.0 0.0 0.3
0.0 0.0 -0.3
0.1 -0.2 0.2
0.2 -0.3 -0.1
-0.1 0.5 -0.4
0.5 -0.1 1.2
-0.1 0.4 -0.1
0.0 -1.6 -0.6
-0.4 0.7 -0.6
0.2 0.0 0.4
0.2 -0.2 0.3
0.2 0.0 0.0
-0.4 -0.2 0.2
0.2 0.1 -0.2
-0.3 0.0 0.0
-0.2 0.1 -0.3
0.1 0.2 0.5
-0.1 0.6 -1.0
0.0 0.4 0.1
-0.1 -1.7 -0.1
0.1 0.4 1.0
0.0 0.3 -0.5
0.0 0.0 -0.4
-0.3 0.0 -0.1
0.2 0.0 -0.1
-0.2 0.0 0.1
0.3 0.0 0.1
0.0 -0.1 0.4